Below is a molecular structure, C41H91ClCrF6N11O12PS2 at a distorted geometry, with properties calculated with ωB97M-V/def2-TZVPD.

Geometry (Å):
Cr (-1.6419, 0.7895, -2.1362)
Cl (-0.0242, -0.5437, -1.0009)
C (-2.0166, 4.6796, -0.1947)
F (-2.4586, 4.3867, 1.0112)
F (-2.9622, 4.4666, -1.1179)
F (-1.5088, 5.9354, -0.2019)
S (-0.5240, 3.4359, -0.5496)
O (0.6837, 4.2439, -0.4992)
O (-0.4909, 2.5088, 0.5121)
N (-0.9143, 2.6011, -2.0465)
S (-0.4448, 3.7441, -3.1399)
O (-0.9188, 3.3191, -4.4506)
O (-0.7006, 5.1722, -2.8162)
C (1.5047, 3.6175, -3.3283)
F (1.8581, 3.4042, -4.5785)
F (2.0006, 4.7570, -2.9271)
F (1.9760, 2.6524, -2.4687)
C (-3.7947, 1.3767, 0.3204)
O (-2.9207, 1.1826, -0.5726)
N (-3.5648, 1.0517, 1.6464)
C (-4.5333, 1.2846, 2.7247)
C (-2.3251, 0.4872, 2.1475)
H (-4.8165, 1.7692, 0.2018)
H (-5.4561, 1.5857, 2.2288)
H (-4.2761, 2.0884, 3.4145)
H (-4.7594, 0.3733, 3.2783)
H (-1.9547, 1.2908, 2.7841)
H (-2.4134, -0.4920, 2.6180)
H (-1.5435, 0.3188, 1.4066)
C (-3.6127, -1.8397, -2.4176)
O (-3.0924, -0.7331, -2.3493)
N (-4.0940, -2.6648, -1.4460)
C (-3.9809, -2.3968, -0.0382)
C (-4.7556, -3.9134, -1.6749)
H (-3.7451, -2.2490, -3.4311)
H (-4.9490, -2.1895, 0.4176)
H (-3.5003, -1.4197, 0.0112)
H (-3.5466, -3.2340, 0.5082)
H (-5.7956, -4.0086, -1.3629)
H (-4.6612, -4.1984, -2.7227)
H (-4.4290, -4.7293, -1.0301)
C (1.6140, -3.1824, 2.0361)
O (2.7165, -3.6006, 2.2762)
N (0.4801, -3.8808, 2.0562)
C (-0.6972, -3.2124, 1.5074)
C (0.4945, -5.2986, 2.4963)
H (1.4192, -2.1408, 1.7372)
H (-0.9870, -3.7497, 0.6044)
H (-0.3662, -2.2216, 1.1961)
H (-1.5463, -3.3795, 2.1702)
H (-0.3380, -5.5639, 3.1479)
H (0.5509, -5.9166, 1.6002)
H (1.4199, -5.6035, 2.9850)
C (1.3065, -3.8357, -3.9321)
O (2.5073, -3.7040, -4.2302)
N (0.7691, -4.0106, -2.7293)
C (-0.6696, -4.2099, -2.3966)
C (1.5475, -3.8763, -1.4909)
H (0.5453, -3.8178, -4.7274)
H (-1.2058, -4.4784, -3.3068)
H (-1.1281, -3.2860, -2.0442)
H (-0.7204, -5.0287, -1.6788)
H (1.2214, -2.9934, -0.9411)
H (1.4392, -4.6392, -0.7200)
H (2.6189, -3.7538, -1.6496)
C (-0.5654, -0.1248, -5.0392)
O (-0.8854, 0.4361, -4.0133)
N (0.7051, -0.5022, -5.2775)
C (1.0110, -0.9747, -6.6280)
C (1.8928, -0.1302, -4.5199)
H (-1.3134, -0.3637, -5.8110)
H (1.5633, -0.2841, -7.2653)
H (0.1519, -1.1105, -7.2850)
H (1.5874, -1.8978, -6.6895)
H (2.1097, 0.9251, -4.6854)
H (1.7777, -0.3522, -3.4590)
H (2.8067, -0.6032, -4.8794)
O (-3.2743, 1.7007, -3.2417)
P (-4.3585, 2.2176, -4.0863)
N (-5.9532, 2.0846, -3.4916)
C (-6.2530, 0.9732, -2.6501)
C (-7.1780, 2.8375, -3.9311)
N (-4.5760, 1.4181, -5.6567)
C (-5.7535, 1.6741, -6.5592)
C (-4.2821, 0.0196, -5.7415)
N (-4.2423, 3.8423, -4.6099)
C (-4.6013, 5.0059, -3.7991)
C (-3.6015, 4.2232, -5.8809)
H (-5.6892, 0.0499, -2.7835)
H (-7.2843, 0.6298, -2.7316)
H (-6.0643, 1.2602, -1.6156)
H (-6.8630, 3.6394, -4.5987)
H (-7.6452, 3.2043, -3.0171)
H (-7.7173, 2.1354, -4.5670)
H (-6.6606, 1.2409, -6.1376)
H (-5.8479, 2.7447, -6.7407)
H (-5.5208, 1.1075, -7.4608)
H (-4.2133, -0.4370, -6.7289)
H (-3.4620, -0.2878, -5.0926)
H (-5.1118, -0.4396, -5.2039)
H (-5.1048, 5.7669, -4.3952)
H (-5.1530, 4.5957, -2.9533)
H (-3.6930, 5.4638, -3.4072)
H (-4.3409, 4.5497, -6.6122)
H (-3.0106, 3.4410, -6.3574)
H (-2.9136, 5.0457, -5.6848)
C (2.1145, 2.4393, 4.3585)
C (1.5914, 1.0723, 4.9410)
C (2.7301, -0.0020, 4.6244)
C (2.6067, -1.2065, 5.6206)
C (2.5386, -0.8592, 7.1000)
C (1.3769, 0.1642, 7.3623)
N (1.4363, 1.2964, 6.4019)
O (0.5759, 2.2849, 6.7222)
C (-0.0658, -0.5324, 7.5205)
C (1.7355, 0.7700, 8.6801)
C (0.2711, 0.5640, 4.3624)
H (2.9474, 2.9197, 4.8718)
H (1.3471, 3.2059, 4.2512)
H (2.4934, 2.2291, 3.3583)
H (2.5010, -0.3387, 3.6134)
H (3.7288, 0.4296, 4.6917)
H (3.4494, -1.8841, 5.4834)
H (1.6519, -1.6623, 5.3589)
H (3.4152, -0.2724, 7.3745)
H (2.2415, -1.6760, 7.7578)
H (-0.1767, -0.9420, 8.5245)
H (-0.8867, 0.1668, 7.3612)
H (-0.1990, -1.3821, 6.8508)
H (1.6438, 0.1503, 9.5721)
H (2.7263, 1.2151, 8.7715)
H (1.0852, 1.5789, 9.0129)
H (-0.5257, 1.3067, 4.4020)
H (-0.1443, -0.3476, 4.7918)
H (0.4028, 0.4027, 3.2925)
H (1.0956, 2.7040, 7.4120)
C (3.7368, -0.4450, -0.0223)
C (5.1758, -0.3443, 0.5662)
C (5.1490, 0.9471, 1.3931)
C (6.3760, 1.1089, 2.2884)
C (6.5995, -0.0637, 3.1891)
C (6.6252, -1.4639, 2.4604)
N (5.4499, -1.4368, 1.4635)
O (5.4263, -2.6273, 0.8165)
C (8.0319, -1.6453, 1.8410)
C (6.4203, -2.5366, 3.4977)
C (6.1625, -0.2852, -0.6346)
H (3.6105, -1.1977, -0.8006)
H (3.3953, 0.5086, -0.4249)
H (3.0470, -0.7074, 0.7798)
H (5.2585, 1.8494, 0.7915)
H (4.2007, 1.2152, 1.8590)
H (6.2931, 2.0690, 2.7977)
H (7.2170, 1.2650, 1.6129)
H (6.0001, -0.1977, 4.0896)
H (7.5464, 0.2338, 3.6398)
H (8.3236, -0.8826, 1.1191)
H (8.8531, -1.7212, 2.5538)
H (8.0908, -2.5489, 1.2343)
H (6.2646, -3.5351, 3.0892)
H (7.2019, -2.6938, 4.2410)
H (5.5431, -2.3212, 4.1078)
H (6.3415, -1.2179, -1.1695)
H (7.1030, 0.0860, -0.2274)
H (5.8222, 0.5077, -1.3007)
H (4.6660, -2.9654, 1.2953)

multiplicity = 4
E_HOMO (alpha / beta) = -9.07 / -9.07 eV
strongest force on any atom = 6.029 eV Å⁻¹
net charge = +1

Below is 13 unconnected molecules or ions with the total composition C41H92O35S5 at a distorted geometry, with properties calculated with ωB97M-V/def2-TZVPD.

Geometry (Å):
C (-8.1574, 5.5001, -4.0264)
C (-7.8714, 4.9234, -5.3974)
C (-8.8808, 5.5908, -6.2948)
O (-9.0045, 6.8993, -5.7064)
C (-8.2798, 6.9527, -4.4687)
H (-7.2868, 5.2977, -3.4026)
H (-9.0448, 5.0648, -3.5647)
H (-7.8844, 3.8319, -5.4290)
H (-6.8445, 5.2726, -5.5439)
H (-9.8479, 5.1014, -6.1533)
H (-8.4835, 5.5715, -7.3101)
H (-8.8162, 7.5627, -3.7417)
H (-7.2820, 7.3962, -4.5736)
C (-4.3453, 8.3673, -5.8492)
C (-3.8525, 9.3014, -4.7459)
C (-4.9601, 10.3414, -4.5265)
O (-6.0468, 9.8999, -5.3214)
C (-5.5433, 9.1322, -6.4117)
H (-4.6623, 7.3958, -5.4655)
H (-3.6013, 8.1151, -6.6060)
H (-2.9330, 9.8215, -5.0215)
H (-3.5894, 8.7236, -3.8573)
H (-4.5890, 11.2856, -4.9514)
H (-5.1200, 10.6097, -3.4825)
H (-5.2940, 9.8003, -7.2412)
H (-6.3505, 8.4446, -6.6647)
O (-8.6831, 6.7918, -1.0296)
S (-8.8485, 5.9395, 0.1156)
O (-9.5669, 6.4273, 1.2780)
O (-9.6124, 4.5944, -0.3974)
C (-9.7695, 3.5302, 0.5397)
C (-10.7934, 2.5746, -0.0372)
C (-7.1880, 5.3234, 0.5465)
H (-10.1167, 3.8634, 1.5223)
H (-8.8150, 3.0632, 0.8013)
H (-11.0236, 1.6715, 0.5279)
H (-10.5856, 2.2300, -1.0511)
H (-11.7353, 3.1276, -0.0801)
H (-6.6158, 6.2071, 0.8282)
H (-6.7322, 4.8888, -0.3393)
H (-7.2529, 4.6129, 1.3645)
O (-3.5961, 5.8197, 5.0572)
S (-2.7469, 6.5118, 5.9890)
O (-1.7102, 7.4149, 5.5413)
O (-3.6954, 7.4016, 6.9769)
C (-5.0184, 6.8919, 7.2291)
C (-5.4883, 7.4193, 8.5443)
C (-2.0271, 5.3620, 7.1985)
H (-5.0767, 5.8109, 7.0678)
H (-5.7164, 7.2185, 6.4474)
H (-5.3394, 8.4893, 8.7004)
H (-4.9656, 6.9585, 9.3866)
H (-6.5663, 7.2811, 8.6436)
H (-2.8354, 4.9254, 7.7784)
H (-1.3090, 5.8996, 7.8085)
H (-1.5248, 4.6208, 6.5785)
O (-6.4442, 2.4439, 1.1010)
S (-5.5177, 1.4471, 1.5615)
O (-5.2171, 0.3198, 0.7161)
O (-4.0938, 2.1562, 1.8938)
C (-4.0884, 3.3929, 2.6328)
C (-2.6834, 3.9338, 2.4803)
C (-6.0692, 0.8697, 3.1837)
H (-4.2837, 3.1727, 3.6854)
H (-4.8444, 4.0555, 2.2082)
H (-2.3158, 3.9078, 1.4548)
H (-1.9628, 3.2696, 2.9695)
H (-2.5511, 4.9023, 2.9502)
H (-5.4967, -0.0155, 3.4405)
H (-7.1375, 0.6810, 3.0947)
H (-5.9810, 1.6892, 3.8924)
O (-4.2460, 4.7635, -5.5460)
S (-4.1093, 3.4527, -4.9804)
O (-2.9950, 3.0516, -4.1555)
O (-5.4847, 3.2322, -4.1073)
C (-5.3851, 2.4692, -2.8925)
C (-6.8090, 2.2134, -2.4133)
C (-4.4825, 2.1711, -6.2035)
H (-4.7885, 3.0426, -2.1806)
H (-4.8775, 1.5258, -3.1066)
H (-6.9008, 1.3333, -1.7803)
H (-7.4551, 2.1116, -3.2891)
H (-7.2691, 3.0404, -1.8675)
H (-3.7774, 2.2223, -7.0279)
H (-5.5206, 2.3118, -6.4893)
H (-4.3845, 1.2293, -5.6665)
O (-7.0155, 8.5171, 2.2095)
S (-7.8169, 9.7149, 2.0123)
O (-8.5581, 10.2240, 3.1293)
O (-6.8511, 10.8851, 1.4519)
C (-5.8277, 10.5309, 0.5102)
C (-4.5391, 11.1833, 1.0054)
C (-8.9103, 9.5394, 0.5396)
H (-6.0526, 10.9020, -0.4904)
H (-5.6423, 9.4601, 0.4333)
H (-4.1048, 10.6270, 1.8396)
H (-4.6081, 12.2046, 1.3868)
H (-3.7810, 11.2730, 0.2231)
H (-9.6949, 8.8126, 0.7099)
H (-8.2008, 9.2155, -0.2213)
H (-9.2488, 10.5251, 0.2303)
C (0.9451, 7.6542, 0.3794)
O (0.5715, 7.2981, -0.9452)
C (-0.3748, 6.3748, -1.0679)
O (-0.9856, 5.8252, -0.1842)
O (-0.5955, 6.2218, -2.3570)
C (-1.6590, 5.3833, -2.7877)
H (1.5303, 8.5687, 0.3374)
H (1.5165, 6.8550, 0.8492)
H (0.0806, 7.8823, 1.0049)
H (-1.3038, 4.3530, -2.7816)
H (-1.9847, 5.5737, -3.8062)
H (-2.4904, 5.4825, -2.0913)
C (-7.9782, 9.1178, 6.5758)
O (-7.1220, 9.9905, 7.2764)
C (-5.9114, 10.2426, 6.7725)
O (-5.1397, 11.0085, 7.2543)
O (-5.7042, 9.5739, 5.6414)
C (-4.5212, 9.7709, 4.8956)
H (-8.9603, 9.2398, 7.0453)
H (-7.7837, 8.0537, 6.7333)
H (-8.1584, 9.3484, 5.5266)
H (-4.5657, 9.1624, 3.9951)
H (-3.5877, 9.5201, 5.4067)
H (-4.4295, 10.8328, 4.6631)
C (-4.9177, 6.3187, -2.5042)
O (-4.6205, 5.9879, -1.1665)
C (-4.1327, 6.9200, -0.3684)
O (-3.8014, 8.0404, -0.6566)
O (-4.1504, 6.4338, 0.8518)
C (-3.4916, 7.1504, 1.8759)
H (-4.0841, 6.6432, -3.1259)
H (-5.7399, 7.0301, -2.6034)
H (-5.2943, 5.4431, -3.0223)
H (-3.7429, 8.2109, 1.8590)
H (-2.4090, 7.0305, 1.9333)
H (-3.8879, 6.6962, 2.7830)
C (-6.3610, 6.2216, 4.1029)
O (-6.2925, 5.5114, 5.3234)
C (-6.8418, 4.3124, 5.4114)
O (-7.2834, 3.6774, 4.4867)
O (-6.6824, 3.8914, 6.6715)
C (-6.8920, 2.5053, 6.8829)
H (-5.8111, 7.1573, 4.0890)
H (-7.4074, 6.3848, 3.8444)
H (-5.9123, 5.6448, 3.2867)
H (-6.0466, 1.9841, 6.4175)
H (-7.7679, 2.0755, 6.3991)
H (-6.8537, 2.2387, 7.9336)
C (2.6049, 12.1953, -1.7735)
O (1.2390, 11.9117, -1.9901)
C (0.6597, 11.0200, -1.1845)
O (1.2767, 10.2925, -0.4465)
O (-0.6373, 11.0450, -1.3972)
C (-1.3925, 9.9042, -0.9514)
H (3.2810, 11.3595, -1.9315)
H (2.7189, 12.6081, -0.7666)
H (2.8722, 13.0427, -2.4033)
H (-0.7830, 9.2326, -0.3527)
H (-1.7575, 9.3733, -1.8269)
H (-2.2354, 10.2680, -0.3739)
C (-3.3532, 14.0477, 2.1549)
O (-2.4909, 12.9389, 2.0315)
C (-2.6736, 11.8995, 2.8278)
O (-3.4751, 11.8700, 3.7291)
O (-1.9193, 10.8995, 2.4260)
C (-1.7037, 9.8214, 3.3822)
H (-3.2530, 14.4538, 3.1637)
H (-4.3920, 13.7811, 1.9578)
H (-3.0672, 14.8366, 1.4640)
H (-2.6448, 9.2786, 3.2987)
H (-1.6479, 10.2842, 4.3662)
H (-0.7883, 9.3085, 3.1197)

E_HOMO = -9.24 eV
strongest force on any atom = 2.190 eV Å⁻¹
net charge = 0